{
  "formula": "C37H69N3O13P2S7",
  "method": "wB97M-V/def2-TZVPD",
  "species": ["C", "P", "C", "C", "C", "C", "C", "C", "C", "C", "N", "C", "P", "C", "O", "C", "N", "S", "N", "C", "H", "H", "H", "H", "H", "H", "H", "H", "H", "H", "H", "H", "H", "H", "H", "H", "H", "H", "H", "H", "H", "C", "C", "C", "S", "O", "O", "C", "H", "H", "H", "H", "H", "H", "H", "H", "C", "C", "C", "S", "O", "O", "C", "H", "H", "H", "H", "H", "H", "H", "H", "C", "C", "C", "S", "O", "O", "C", "H", "H", "H", "H", "H", "H", "H", "H", "C", "C", "C", "S", "O", "O", "C", "H", "H", "H", "H", "H", "H", "H", "H", "C", "C", "C", "S", "O", "O", "C", "H", "H", "H", "H", "H", "H", "H", "H", "C", "C", "C", "S", "O", "O", "C", "H", "H", "H", "H", "H", "H", "H", "H"],
  "coordinates": [[2.896858, -3.707999, 3.100190], [2.178293, -2.871256, 1.588550], [1.681999, -4.224701, 0.380978], [0.634468, -2.010461, 2.179425], [-0.669308, -2.254670, 1.670234], [-1.918100, -1.598442, 2.145459], [-3.235477, -2.037788, 1.486269], [-4.087116, -3.077413, 2.343103], [-3.249391, -3.932228, 3.341792], [-2.441135, -5.090853, 2.663872], [-1.912000, -6.029168, 3.695363], [-1.869954, -0.633965, 3.196122], [-3.348504, 0.213830, 3.930565], [-4.517186, 0.779313, 2.601781], [-2.744679, 1.667181, 4.548397], [-0.519885, -0.345484, 3.751269], [-0.200499, 0.499515, 4.765369], [1.411005, 0.464949, 5.042506], [1.886895, -0.649442, 3.913258], [0.745338, -1.008503, 3.273051], [3.188237, -2.957069, 3.864540], [2.120362, -4.368191, 3.556523], [3.803958, -4.284436, 2.823410], [0.617523, -4.499704, 0.569773], [2.287337, -5.125966, 0.616280], [1.858144, -3.865086, -0.647987], [-0.765814, -2.996962, 0.858992], [-2.951543, -2.573532, 0.549732], [-3.889993, -1.207425, 1.164533], [-4.536512, -3.805527, 1.602053], [-4.940717, -2.589829, 2.863766], [-3.987994, -4.450013, 4.006987], [-2.617419, -3.326733, 4.030958], [-1.603132, -4.720701, 2.041785], [-3.100724, -5.703468, 2.008243], [-2.413848, -5.913708, 4.571948], [-0.936276, -5.796100, 3.867528], [-5.218534, 1.491259, 3.097107], [-5.130409, -0.100889, 2.319507], [-4.051804, 1.289869, 1.734696], [-2.406158, 1.513106, 5.441695], [0.805004, 3.585766, 3.252345], [-0.469441, 4.374876, 3.566590], [-0.096419, 5.862068, 3.579154], [1.302551, 6.035900, 2.471522], [2.456409, 6.436278, 3.240832], [0.894159, 6.756553, 1.287671], [1.456601, 4.300793, 2.074876], [0.586828, 2.544505, 3.016799], [1.473930, 3.603748, 4.117031], [-1.214028, 4.188077, 2.788966], [-0.907885, 4.070877, 4.516598], [-0.912272, 6.489005, 3.224490], [0.219281, 6.189237, 4.569237], [2.506367, 4.044994, 1.940614], [0.905142, 4.121782, 1.150813], [6.841922, -5.847128, -2.389078], [6.184516, -4.674656, -3.124732], [4.875284, -4.352715, -2.396883], [5.116046, -4.846758, -0.689020], [4.224492, -5.943161, -0.396185], [5.179048, -3.670952, 0.141290], [6.764906, -5.501462, -0.906534], [7.872084, -6.000466, -2.710505], [6.285638, -6.767068, -2.587683], [6.847417, -3.806414, -3.091385], [6.003116, -4.907108, -4.174290], [4.642591, -3.289986, -2.430695], [4.041690, -4.929006, -2.797413], [6.907575, -6.360909, -0.254325], [7.471297, -4.711585, -0.648581], [5.369404, 6.563772, 2.116064], [6.579478, 7.465132, 1.846635], [7.817156, 6.751178, 2.401368], [7.459692, 4.995224, 2.321794], [7.391658, 4.477369, 3.665863], [8.288140, 4.383064, 1.311957], [5.795748, 5.162858, 1.692062], [4.487257, 6.895555, 1.570772], [5.129199, 6.574787, 3.180897], [6.691808, 7.612294, 0.768969], [6.457811, 8.449192, 2.299867], [8.706885, 6.960794, 1.810784], [7.995413, 7.008739, 3.444735], [5.166218, 4.376318, 2.104407], [5.842929, 5.076050, 0.605498], [-8.281492, -4.474386, -0.586743], [-8.375377, -4.523679, -2.116752], [-7.103120, -3.878978, -2.675290], [-5.828714, -4.134074, -1.442763], [-5.434106, -2.858489, -0.900939], [-4.863730, -5.082101, -1.948137], [-6.874901, -4.951758, -0.245333], [-9.040823, -5.097774, -0.114473], [-8.423344, -3.447717, -0.238847], [-8.435528, -5.565053, -2.443593], [-9.266196, -4.013998, -2.483801], [-6.792674, -4.339693, -3.610502], [-7.225258, -2.805395, -2.813893], [-6.558687, -4.684906, 0.761473], [-6.777473, -6.027279, -0.397911], [-3.008582, -1.387728, -5.355820], [-2.997378, -2.824266, -5.889571], [-4.454432, -3.285197, -5.995820], [-5.429829, -1.803277, -6.265820], [-6.283905, -1.600039, -5.120237], [-5.950478, -1.809139, -7.610202], [-4.068101, -0.650970, -6.168269], [-2.031929, -0.912958, -5.449849], [-3.283170, -1.389199, -4.297479], [-2.532554, -2.841528, -6.878749], [-2.421738, -3.489746, -5.245969], [-4.605786, -3.968131, -6.829487], [-4.795998, -3.748047, -5.070021], [-4.402635, 0.274783, -5.704205], [-3.723779, -0.458677, -7.184979], [0.940995, 7.684222, -2.350181], [2.166391, 6.845515, -1.976948], [2.449310, 5.898292, -3.148483], [1.836001, 6.722804, -4.618505], [0.732310, 5.959458, -5.147967], [2.949279, 7.122363, -5.443963], [1.183238, 8.159215, -3.779082], [0.801582, 8.522308, -1.667829], [0.042330, 7.063213, -2.309889], [3.024690, 7.504601, -1.820714], [2.007094, 6.291788, -1.051968], [3.513543, 5.703233, -3.266377], [1.909720, 4.957638, -3.043309], [0.279508, 8.498790, -4.281348], [1.946773, 8.937241, -3.812268]],
  "forces_ev_per_angstrom": [[-0.85, -0.31, 0.36], [0.78, 1.04, -0.44], [-0.67, -0.12, 1.40], [-1.56, -0.58, 0.43], [0.90, 0.86, 1.12], [0.81, 1.07, 0.97], [0.20, -1.00, -0.22], [0.36, -0.33, -0.47], [-0.67, -0.56, -0.16], [-0.34, -0.12, 0.70], [0.43, 0.57, -0.52], [1.31, -0.31, -1.67], [-0.15, -0.27, 1.23], [0.20, 0.49, 0.15], [-0.42, -0.58, -0.90], [1.53, -0.16, 0.29], [0.08, -0.55, -0.54], [-0.81, -1.04, -1.09], [-2.20, 0.50, -0.07], [-0.91, -0.50, -0.56], [-0.24, -0.30, -0.68], [0.74, 0.21, -0.20], [-0.67, 0.33, -0.04], [0.65, 0.08, -0.50], [-0.28, 0.70, -0.37], [-0.19, -0.30, 0.55], [-0.07, 0.53, 0.51], [-0.23, 0.46, 0.58], [0.59, -0.38, 0.25], [0.33, 0.87, 0.76], [0.66, -0.14, -0.23], [0.48, 0.36, -0.41], [-0.25, -0.30, -0.66], [-0.45, -0.18, 0.37], [0.19, 0.69, 0.23], [0.11, 0.01, -0.17], [-0.26, -0.15, 0.19], [0.61, -0.45, -0.21], [0.48, 0.57, -0.01], [-0.31, -0.45, 0.35], [-0.02, -0.09, -0.28], [-0.03, 0.02, 0.09], [-0.04, -0.07, -0.04], [-0.37, -0.12, 0.24], [-0.26, -0.25, -0.01], [-0.06, 0.16, -0.19], [0.29, 0.19, 0.05], [0.04, -0.37, 0.02], [0.01, 0.04, 0.01], [0.02, -0.03, -0.06], [0.02, -0.01, 0.04], [-0.02, 0.00, -0.07], [0.15, 0.11, -0.02], [0.11, 0.04, -0.09], [0.01, 0.16, -0.04], [0.02, 0.07, 0.01], [-0.07, -0.04, -0.07], [0.10, 0.02, -0.04], [-0.01, 0.11, -0.47], [0.38, 0.13, -0.14], [0.05, 0.08, 0.14], [-0.26, -0.24, 0.18], [0.32, -0.21, -0.16], [-0.03, -0.01, 0.02], [0.04, 0.01, 0.04], [-0.03, -0.03, 0.02], [-0.01, 0.03, 0.04], [-0.10, -0.06, 0.16], [0.00, -0.02, 0.13], [-0.12, 0.09, 0.09], [-0.08, 0.01, 0.05], [0.14, 0.10, 0.05], [-0.05, 0.00, -0.10], [0.02, 0.50, -0.04], [-0.06, 0.00, -0.19], [0.14, -0.10, -0.12], [0.03, -0.12, 0.26], [-0.39, 0.18, -0.08], [0.00, -0.01, 0.09], [-0.08, -0.03, -0.07], [0.01, -0.02, 0.04], [0.02, -0.04, -0.02], [0.04, -0.17, 0.09], [0.00, -0.14, -0.01], [0.17, -0.08, 0.04], [0.07, -0.05, 0.04], [-0.05, 0.08, -0.07], [-0.07, -0.10, 0.06], [-0.41, 0.12, -0.22], [-0.33, -0.47, -0.09], [0.30, 0.06, -0.02], [0.24, 0.33, 0.07], [-0.30, -0.10, 0.25], [0.04, 0.03, 0.00], [0.02, -0.04, 0.02], [0.01, 0.03, 0.03], [0.05, -0.01, -0.01], [0.14, 0.11, 0.05], [0.15, -0.02, -0.02], [0.13, 0.01, -0.08], [0.08, 0.04, -0.02], [-0.02, -0.07, 0.09], [0.12, 0.02, -0.02], [0.30, -0.34, 0.07], [0.25, 0.06, -0.24], [-0.18, -0.05, -0.11], [-0.25, 0.01, 0.23], [0.35, 0.18, 0.14], [-0.04, 0.00, 0.01], [0.00, 0.04, -0.03], [-0.03, 0.01, 0.03], [-0.05, 0.01, -0.02], [-0.17, 0.07, 0.03], [-0.05, 0.09, -0.02], [-0.15, -0.06, -0.07], [-0.09, -0.02, 0.00], [-0.03, -0.07, 0.04], [0.05, 0.00, 0.09], [0.15, -0.12, 0.43], [0.12, 0.19, 0.06], [0.15, 0.02, -0.14], [-0.20, -0.18, -0.15], [-0.19, 0.22, 0.29], [-0.01, -0.05, -0.01], [0.01, 0.05, -0.01], [-0.03, -0.01, -0.02], [-0.01, 0.07, -0.02], [-0.07, -0.04, -0.18], [-0.03, 0.05, -0.13], [0.08, -0.08, -0.14], [0.01, -0.06, -0.07]],
  "lowdin_charge": [-0.2910, 0.9065, -0.2825, -0.3137, -0.0485, -0.2053, -0.1564, -0.1783, -0.2051, -0.2641, -0.0191, -0.2555, 0.8971, -0.2798, -0.3576, -0.3004, -0.2804, 0.9719, -0.2329, -0.3459, 0.0223, 0.0362, 0.0335, 0.0192, 0.0225, 0.0328, 0.0828, 0.1065, 0.0820, 0.0882, 0.1000, 0.1103, 0.1091, 0.0865, 0.1075, 0.0522, 0.0520, 0.0450, 0.0236, 0.0526, 0.0271, -0.2326, -0.2085, -0.2145, 0.6694, -0.3182, -0.3337, -0.2224, 0.0926, 0.1121, 0.1203, 0.1105, 0.1037, 0.1061, 0.0996, 0.1108, -0.2221, -0.2154, -0.2225, 0.6461, -0.3317, -0.3374, -0.2306, 0.1160, 0.1197, 0.1185, 0.1145, 0.1051, 0.1057, 0.1090, 0.1098, -0.2347, -0.2124, -0.2231, 0.6638, -0.3194, -0.3282, -0.2312, 0.1028, 0.1139, 0.1160, 0.1148, 0.1017, 0.1043, 0.0998, 0.1071, -0.2185, -0.2093, -0.2248, 0.6532, -0.3187, -0.3297, -0.2318, 0.1159, 0.1205, 0.1178, 0.1169, 0.0953, 0.0996, 0.0944, 0.1110, -0.2194, -0.2118, -0.2162, 0.6653, -0.3257, -0.3228, -0.2308, 0.1161, 0.1200, 0.1171, 0.1162, 0.1049, 0.0896, 0.1088, 0.1087, -0.2204, -0.2188, -0.2222, 0.6616, -0.3242, -0.3281, -0.2334, 0.1174, 0.1216, 0.1190, 0.0903, 0.1016, 0.1033, 0.1075, 0.1075],
  "e_homo_ev": -7.35,
  "largest_force_ev_per_a": 2.256,
  "spin_multiplicity": 1,
  "charge": 0,
  "homo_lumo_gap_ev": 6.56
}